No. 1
Here is a gas-phase ion, C2H4NO (charge +1) from the Open Molecules 2025 dataset. Energies are from wB97M-V/def2-TZVPD.

Atoms and positions in Å:
C (0.96921, -0.31647, -0.02896)
C (-0.35076, 0.39509, -0.02678)
N (-1.49815, 0.03154, -0.04563)
O (-2.59142, -0.25391, -0.13468)
H (1.21048, -0.28115, 0.98520)
H (0.62682, -1.24535, -0.55009)
H (1.76827, 0.09895, -0.54247)
H (-0.13446, 1.57130, 0.34341)

Spin multiplicity: 1
SMILES string: CC=[N+]=O
Energy relative to the best compared isomer or geometry (same formula, charge and spin) (kcal per mole): 75.1
Frontier orbital gap (eV): 9.434
HOMO energy (eV): -17.35
Total charge: +1
Lowest unoccupied orbital energy (eV): -7.92



No. 2
Here is a molecular structure, C6H12F8IN2O3PtTe from the Open Molecules 2025 dataset. Energies are from wB97M-V/def2-TZVPD.

Atoms and positions in Å:
Pt (0.99801, -1.25948, -0.25805)
I (0.79957, -2.19228, -2.65741)
F (1.99927, -2.80887, 0.63851)
Te (0.96699, -2.07275, 2.55309)
F (-0.33889, -2.63405, 0.75697)
F (1.12326, -1.06595, 4.21387)
F (2.94898, -2.08067, 2.95771)
F (-0.96090, -1.84918, 3.20848)
O (0.91373, -0.47953, 1.62836)
C (-3.04614, 1.45186, 0.92005)
C (-2.26756, 0.60336, -0.07944)
C (-2.45070, -0.87561, 0.24843)
C (-2.75066, 0.90391, -1.49831)
N (-0.86508, 1.05175, 0.04945)
N (0.09825, 0.49315, -0.80540)
H (-4.10931, 1.22206, 0.84700)
H (-2.89907, 2.51354, 0.71270)
H (-2.72083, 1.23840, 1.94049)
H (-3.51127, -1.13820, 0.22611)
H (-2.07412, -1.09896, 1.24821)
H (-1.92860, -1.51447, -0.46506)
H (-3.82365, 0.72001, -1.55945)
H (-2.26899, 0.26467, -2.24409)
H (-2.56738, 1.95209, -1.74754)
H (-0.52909, 0.98191, 1.00668)
H (0.93986, 1.11725, -0.82423)
H (-0.26966, 0.48798, -1.75395)
F (5.53397, 0.47328, -0.60733)
C (4.66078, 0.95539, -1.49158)
F (4.95259, 2.23864, -1.69625)
F (4.85044, 0.30711, -2.65188)
C (3.18718, 0.77278, -1.03355)
O (2.44477, 1.73243, -1.17818)
O (2.96426, -0.41158, -0.60442)

Spin multiplicity: 1
Energy relative to the best compared isomer or geometry (same formula, charge and spin) (kcal per mole): 25.1
Frontier orbital gap (eV): 6.515
HOMO energy (eV): -6.36
Total charge: -1
Lowest unoccupied orbital energy (eV): 0.15



No. 3
Here is a molecular structure, C12H11NO3Sm from the Open Molecules 2025 dataset. Energies are from wB97M-V/def2-TZVPD.

Atoms and positions in Å:
C (2.09864, -1.86266, 0.40015)
N (1.62982, -1.02159, -0.75767)
C (2.25558, 0.31757, -0.67864)
C (1.33637, 1.40348, 0.06438)
C (0.00473, 1.42987, 0.45231)
C (-1.10895, 0.26880, 0.25079)
C (-1.10333, -0.92897, 0.93516)
C (-2.09783, -1.89333, 0.67258)
C (-3.06974, -1.72405, -0.24268)
C (-3.18083, -0.51967, -0.99600)
C (-2.24103, 0.46441, -0.77953)
C (-0.33260, 2.78053, 1.07398)
O (-1.34317, 3.11410, 1.54801)
O (0.79915, 3.52539, 0.91386)
C (1.86046, 2.79620, 0.46972)
O (2.96282, 3.16225, 0.38785)
H (2.11368, -1.25447, 1.29961)
H (1.37145, -2.64754, 0.56278)
H (3.08288, -2.27281, 0.20694)
H (2.01108, -1.47645, -1.58515)
H (2.53746, 0.63161, -1.73496)
H (3.17150, 0.28043, -0.08649)
H (-0.34575, -1.13255, 1.67619)
H (-2.09050, -2.83495, 1.20056)
H (-3.79309, -2.50453, -0.41904)
H (-3.96306, -0.37073, -1.72675)
H (-2.32746, 1.46820, -1.37506)
Sm (-0.23829, 0.80147, -1.73294)

Spin multiplicity: 6
Frontier orbital gap (alpha / beta) (eV): 6.424 / 7.612
⟨S²⟩: 8.78
HOMO energy (alpha / beta) (eV): -21.62 / -21.63
Total charge: +3
Lowest unoccupied orbital energy (alpha / beta) (eV): -15.20 / -14.02



No. 4
Here is a single C18H26N2O3 molecule from the Open Molecules 2025 dataset. Energies are from wB97M-V/def2-TZVPD.

Atoms and positions in Å:
C (4.54407, -3.35098, 2.43908)
C (4.34565, -1.86580, 2.41236)
C (5.42342, -1.01034, 2.23348)
C (5.23215, 0.36096, 2.22792)
C (3.96997, 0.89093, 2.39953)
C (2.88132, 0.04020, 2.58167)
O (1.66985, 0.66134, 2.74153)
C (0.52064, -0.13090, 2.93585)
C (0.12760, -1.03808, 1.76139)
O (-0.15723, -2.20494, 1.97111)
N (0.11840, -0.49955, 0.52876)
C (0.26415, 0.89790, 0.19037)
C (-1.05440, 1.43758, -0.36895)
C (-1.47055, 0.62253, -1.59826)
N (-2.64100, 1.20569, -2.23410)
C (-2.81545, 0.83673, -3.62727)
C (-3.87835, 1.75085, -4.24063)
O (-5.10508, 1.64295, -3.55909)
C (-4.93927, 1.95272, -2.19584)
C (-3.90510, 1.03544, -1.53955)
C (-1.58774, -0.85488, -1.18870)
C (-0.25997, -1.32710, -0.60015)
C (3.07350, -1.33378, 2.58655)
H (5.32532, -3.64981, 1.74366)
H (3.62334, -3.86968, 2.18417)
H (4.84585, -3.66721, 3.43809)
H (6.41397, -1.41850, 2.09674)
H (6.07394, 1.02270, 2.08693)
H (3.80148, 1.95623, 2.39793)
H (-0.29080, 0.57907, 3.12780)
H (0.62960, -0.77709, 3.81586)
H (0.57111, 1.47291, 1.06066)
H (1.04980, 0.98533, -0.57017)
H (-0.93962, 2.48515, -0.64620)
H (-1.82027, 1.36855, 0.40468)
H (-0.66209, 0.70677, -2.33663)
H (-1.87156, 0.97453, -4.15835)
H (-3.14031, -0.21190, -3.74218)
H (-4.07723, 1.47293, -5.27703)
H (-3.52007, 2.79062, -4.20040)
H (-5.91891, 1.82672, -1.73183)
H (-4.61157, 2.99766, -2.08760)
H (-3.79260, 1.31549, -0.49254)
H (-4.27214, -0.00323, -1.59905)
H (-1.84028, -1.47224, -2.05195)
H (-2.36971, -0.97230, -0.43681)
H (-0.33841, -2.35555, -0.24387)
H (0.53007, -1.26617, -1.35730)
H (2.24448, -2.01044, 2.71836)

Spin multiplicity: 1
SMILES string: Cc1cccc(OCC(=O)N2CCC(N3CCOCC3)CC2)c1
Energy relative to the best compared isomer or geometry (same formula, charge and spin) (kcal per mole): 51.1
Frontier orbital gap (eV): 9.253
HOMO energy (eV): -8.50
Lowest unoccupied orbital energy (eV): 0.75



| no. | energy (Eh) |
| --- | --- |
| 1 | -208.15096 |
| 2 | -2055.13466 |
| 3 | -1401.00070 |
| 4 | -1036.72006 |